(1)
{
  "formula": "C47H116BN8O23",
  "method": "ωB97M-V with the def2-TZVPD basis set",
  "total_charge": -1,
  "gap_ev": 8.18,
  "energy_ha": -4053.7247,
  "largest_force_ev_per_a": 2.5,
  "elements": ["O", "C", "O", "B", "O", "C", "O", "O", "C", "O", "C", "O", "O", "C", "O", "H", "H", "H", "H", "C", "O", "H", "H", "H", "H", "C", "O", "H", "H", "H", "H", "C", "O", "C", "C", "N", "C", "C", "O", "C", "H", "H", "H", "H", "H", "H", "H", "H", "H", "H", "H", "H", "H", "H", "H", "C", "O", "C", "C", "N", "C", "C", "O", "C", "H", "H", "H", "H", "H", "H", "H", "H", "H", "H", "H", "H", "H", "H", "H", "C", "O", "C", "C", "N", "C", "C", "O", "C", "H", "H", "H", "H", "H", "H", "H", "H", "H", "H", "H", "H", "H", "H", "H", "C", "O", "C", "C", "N", "C", "C", "O", "C", "H", "H", "H", "H", "H", "H", "H", "H", "H", "H", "H", "H", "H", "H", "H", "C", "C", "C", "O", "C", "N", "H", "H", "H", "H", "H", "H", "H", "H", "H", "H", "H", "C", "C", "C", "O", "C", "N", "H", "H", "H", "H", "H", "H", "H", "H", "H", "H", "H", "C", "C", "C", "O", "C", "N", "H", "H", "H", "H", "H", "H", "H", "H", "H", "H", "H", "C", "C", "C", "O", "C", "N", "H", "H", "H", "H", "H", "H", "H", "H", "H", "H", "H"],
  "positions_angstrom": [[2.228, 3.471, 1.693], [2.048, 2.379, 1.256], [1.347, 1.405, 1.847], [1.245, 0.254, 0.975], [2.300, 0.507, -0.040], [2.636, 1.769, -0.022], [3.295, 2.340, -0.846], [-0.083, 0.147, 0.313], [-0.696, -0.951, 0.728], [-1.828, -1.237, 0.465], [0.309, -1.704, 1.623], [1.430, -1.026, 1.665], [0.094, -2.793, 2.063], [0.229, -4.497, -0.828], [0.252, -5.839, -0.378], [-0.022, -4.520, -1.895], [-0.532, -3.885, -0.344], [1.143, -3.902, -0.702], [0.965, -6.248, -0.877], [2.294, -0.472, 5.049], [1.134, 0.271, 4.721], [2.084, -0.935, 6.013], [2.445, -1.292, 4.336], [3.202, 0.138, 5.059], [1.261, 0.698, 3.866], [1.125, -3.748, 5.400], [2.170, -4.596, 4.928], [1.521, -3.201, 6.258], [0.718, -3.090, 4.629], [0.314, -4.412, 5.690], [2.864, -4.031, 4.532], [-1.572, 3.031, -0.808], [-1.504, 2.925, -2.228], [-1.342, 1.570, -2.660], [-2.671, 0.833, -2.789], [-3.528, 1.498, -3.792], [-4.805, 0.828, -3.979], [-5.696, 1.668, -4.881], [-6.039, 2.843, -4.151], [-7.419, 3.018, -4.005], [-2.490, 2.544, -0.470], [-1.667, 4.100, -0.613], [-0.728, 2.676, -0.213], [-0.659, 1.049, -1.983], [-0.757, 1.704, -3.572], [-3.124, 0.850, -1.791], [-2.543, -0.189, -3.142], [-3.725, 2.410, -3.380], [-5.319, 0.506, -3.071], [-4.507, -0.062, -4.550], [-6.569, 1.039, -5.090], [-5.189, 1.880, -5.824], [-7.565, 3.995, -3.538], [-7.931, 2.353, -3.289], [-8.023, 2.909, -4.911], [-8.600, 2.162, 0.729], [-7.694, 1.226, 0.191], [-6.499, 1.132, 0.949], [-5.455, 0.378, 0.151], [-5.789, -1.055, 0.180], [-4.927, -1.926, -0.659], [-5.704, -2.581, -1.798], [-5.508, -1.801, -2.975], [-6.360, -2.158, -4.022], [-8.232, 3.126, 1.091], [-9.063, 1.668, 1.593], [-9.405, 2.380, 0.029], [-6.673, 0.686, 1.936], [-6.169, 2.158, 1.162], [-4.475, 0.504, 0.612], [-5.399, 0.717, -0.889], [-6.725, -1.139, -0.200], [-4.585, -2.730, -0.004], [-4.054, -1.383, -1.023], [-6.776, -2.576, -1.578], [-5.301, -3.591, -1.919], [-6.198, -3.126, -4.509], [-6.308, -1.374, -4.779], [-7.416, -2.145, -3.714], [5.510, -7.183, 5.486], [5.552, -5.980, 4.723], [5.345, -4.789, 5.452], [5.435, -3.639, 4.465], [4.425, -3.657, 3.405], [4.597, -2.462, 2.583], [3.981, -2.686, 1.187], [4.591, -3.708, 0.428], [5.865, -3.442, -0.091], [5.553, -8.020, 4.796], [4.553, -7.200, 6.013], [6.377, -7.143, 6.152], [6.183, -4.677, 6.150], [4.353, -4.743, 5.908], [6.442, -3.638, 4.025], [5.339, -2.742, 5.085], [4.590, -4.504, 2.871], [5.673, -2.256, 2.497], [4.118, -1.547, 2.935], [3.999, -1.754, 0.611], [2.938, -2.985, 1.292], [6.105, -4.316, -0.702], [6.651, -3.376, 0.666], [5.879, -2.603, -0.795], [1.446, 7.916, -1.653], [1.794, 6.709, -2.306], [1.201, 5.561, -1.698], [1.258, 4.415, -2.695], [2.618, 4.063, -3.086], [2.611, 2.712, -3.721], [1.815, 2.714, -5.017], [2.198, 3.851, -5.786], [1.423, 3.906, -6.969], [0.367, 8.076, -1.777], [2.003, 8.786, -1.977], [1.536, 7.720, -0.578], [0.162, 5.893, -1.540], [1.626, 5.401, -0.700], [0.617, 4.615, -3.553], [0.766, 3.589, -2.157], [3.018, 3.713, -2.207], [2.300, 1.942, -3.001], [3.644, 2.356, -3.794], [0.731, 2.661, -4.904], [2.196, 1.877, -5.621], [1.608, 4.811, -7.548], [0.342, 3.875, -6.816], [1.797, 3.077, -7.581], [-2.536, -3.769, 4.196], [-2.300, -4.944, 3.209], [-2.851, -4.653, 1.816], [-2.313, -5.543, 0.841], [-3.016, -5.338, -0.363], [-0.863, -5.279, 3.134], [-2.004, -3.711, 5.143], [-3.601, -3.560, 4.326], [-2.110, -2.944, 3.609], [-2.757, -5.816, 3.686], [-2.872, -3.626, 1.444], [-3.903, -4.944, 1.978], [-4.112, -5.385, -0.317], [-2.588, -6.060, -1.055], [-2.843, -4.312, -0.724], [-0.483, -5.292, 4.076], [-0.388, -4.444, 2.773], [-0.630, 3.235, 4.151], [-2.056, 3.535, 4.601], [-2.874, 3.950, 3.360], [-2.731, 3.169, 2.174], [-3.120, 1.828, 2.283], [-2.610, 2.387, 5.326], [-0.024, 4.107, 3.901], [-0.630, 2.661, 3.221], [-0.066, 2.625, 4.860], [-2.035, 4.408, 5.261], [-2.661, 4.966, 3.036], [-3.908, 3.960, 3.736], [-4.205, 1.689, 2.366], [-2.612, 1.269, 3.070], [-2.864, 1.240, 1.396], [-3.601, 2.375, 5.116], [-2.171, 1.522, 5.045], [5.462, 5.150, 1.158], [6.544, 4.688, 0.164], [7.668, 3.901, 0.861], [8.554, 3.468, -0.140], [9.646, 2.773, 0.447], [5.884, 3.943, -0.914], [4.499, 5.283, 0.673], [5.797, 5.990, 1.766], [5.322, 4.324, 1.868], [6.968, 5.582, -0.301], [7.273, 3.120, 1.524], [8.148, 4.615, 1.549], [10.367, 2.472, -0.315], [9.333, 1.834, 0.911], [10.141, 3.463, 1.133], [5.339, 3.172, -0.532], [6.661, 3.461, -1.370], [1.437, -0.821, -3.228], [1.339, -2.017, -4.186], [-0.070, -2.417, -4.576], [-0.891, -2.676, -3.449], [-2.242, -2.615, -3.873], [2.057, -1.564, -5.387], [0.627, -0.115, -3.389], [2.404, -0.330, -3.138], [1.320, -1.239, -2.220], [1.788, -2.893, -3.696], [0.018, -3.373, -5.109], [-0.395, -1.594, -5.224], [-2.433, -3.472, -4.534], [-2.562, -1.740, -4.440], [-2.804, -2.741, -2.948], [3.021, -1.353, -5.150], [2.182, -2.310, -6.073]],
  "forces_ev_per_angstrom": [[0.00, 0.15, -0.09], [0.00, -0.04, 0.49], [-0.33, 0.42, 0.58], [0.19, -0.23, -0.89], [-0.29, -0.75, -0.27], [0.09, 0.19, -0.27], [0.18, -0.11, 0.36], [0.38, 0.11, 0.31], [-0.16, 0.93, -0.04], [0.03, -0.43, 0.11], [-0.71, -0.78, -0.82], [0.30, 0.52, 0.40], [0.36, 0.22, 0.40], [-0.38, 0.51, -0.94], [0.41, 0.29, 0.29], [0.07, 0.41, -0.02], [-0.25, -0.58, 0.30], [0.34, -0.51, 0.11], [-0.01, -0.17, 0.15], [-0.38, -0.39, -0.39], [0.00, 0.14, 0.05], [0.31, 0.20, 0.10], [0.03, 0.04, 0.01], [-0.04, 0.06, 0.25], [0.02, 0.04, -0.08], [0.52, -0.68, -0.02], [-0.15, 0.37, -0.06], [-0.51, 0.28, 0.10], [0.21, 0.18, 0.00], [0.00, 0.12, 0.38], [-0.21, -0.33, -0.38], [-0.98, 0.82, -0.37], [0.17, -0.56, 0.72], [0.65, 0.42, -0.08], [0.09, 0.63, -0.77], [0.10, 0.80, 1.22], [1.08, -0.20, -1.35], [0.15, -0.89, 1.08], [-0.44, -0.25, -0.72], [-0.85, 0.40, 0.95], [0.12, -0.03, 0.32], [-0.09, -0.03, 0.13], [0.23, -0.36, -0.48], [-0.25, -0.11, 0.23], [-0.51, -0.46, -0.45], [-0.14, -0.38, 0.03], [0.27, -0.04, 0.44], [0.09, 0.13, -0.36], [-0.06, 0.19, 0.04], [-0.52, -0.25, 0.21], [-0.25, 0.34, -0.10], [0.02, 0.35, 0.10], [0.00, 0.17, -0.45], [0.63, -0.48, 0.05], [0.41, 0.33, -0.36], [-0.94, -0.84, 0.79], [0.13, 0.57, -0.39], [0.28, 0.91, -0.18], [-0.20, -0.96, 0.21], [0.05, 0.12, -0.47], [-0.79, -0.12, 0.81], [0.91, 0.75, -0.10], [0.00, -0.68, 0.11], [-0.99, 0.53, -0.42], [0.74, -0.11, -0.28], [-0.21, 0.28, 0.17], [0.18, -0.21, -0.31], [-0.07, -0.38, -0.13], [0.26, 0.00, -0.16], [-0.15, -0.02, -0.12], [-0.07, 0.50, 0.11], [-0.11, 0.10, 0.20], [0.28, 0.02, -0.07], [0.01, -0.07, -0.12], [-0.05, -0.44, 0.13], [-0.34, -0.16, -0.31], [0.47, -0.10, 0.27], [0.31, -0.10, -0.08], [0.04, -0.12, 0.26], [-0.22, 1.33, -0.19], [-0.21, -0.38, -0.65], [0.25, -0.06, -0.88], [0.25, -0.19, 0.33], [0.18, 0.64, 1.15], [-0.09, -0.65, -1.57], [0.26, 0.31, 0.09], [-0.04, -0.37, 0.20], [0.04, -0.72, -0.54], [0.16, 0.00, -0.01], [0.16, -0.29, 0.33], [-0.17, -0.52, 0.30], [-0.28, 0.12, 0.46], [0.13, -0.38, 0.38], [0.09, 0.10, 0.07], [-0.10, 0.22, -0.29], [-0.21, 0.13, -0.30], [0.03, 0.26, -0.21], [-0.08, -0.27, 0.64], [0.02, 0.11, 0.11], [0.05, -0.04, 0.11], [0.07, -0.02, 0.08], [-0.06, 0.36, 0.09], [-0.04, 0.36, 0.35], [-0.99, -1.62, 0.73], [0.83, 0.67, -0.36], [-0.45, 1.63, -0.96], [-0.21, -0.28, 1.04], [0.09, -1.73, 0.76], [-0.11, 0.55, 0.30], [1.77, -0.43, -0.72], [-1.03, 0.88, 0.18], [0.93, -0.26, -0.27], [-0.08, 0.36, -0.26], [0.31, -0.20, -0.21], [0.42, 0.58, 0.22], [-0.25, -0.75, 0.13], [0.30, -0.42, -0.16], [0.16, 0.28, -0.09], [-0.02, -0.21, -0.16], [0.42, 1.31, -0.05], [-1.06, 0.12, -0.24], [0.15, 0.63, -0.88], [-0.02, 0.02, 0.17], [-0.69, -0.51, 0.23], [0.35, 0.21, 0.40], [-0.04, -0.35, 0.26], [-0.66, -0.19, -0.36], [-0.14, 1.05, -1.97], [1.79, -0.11, 1.69], [-1.21, -1.51, 0.64], [-1.01, 0.65, 0.41], [0.76, 0.39, -0.26], [0.22, 0.86, -0.01], [-0.04, -0.84, 0.09], [0.02, 0.01, 0.19], [-0.25, 0.42, 0.36], [-0.35, -0.21, -0.67], [0.63, 0.24, 0.33], [-0.32, 0.34, -0.50], [-0.02, -0.60, 0.43], [-0.27, 0.08, -0.24], [0.28, -0.06, -0.19], [-0.23, -0.47, 0.08], [-0.19, -0.72, -0.26], [0.54, -0.41, -0.27], [1.20, -0.11, -0.90], [-0.51, -0.23, 0.31], [0.05, 0.15, 0.39], [-0.05, -1.12, -0.20], [-0.23, 0.84, 0.07], [-0.21, 0.21, 0.23], [-0.18, -0.09, 0.04], [-0.12, 0.19, 0.24], [-0.19, -0.01, 0.06], [0.29, 0.06, 0.12], [-0.34, -0.10, -0.48], [-0.01, 0.32, 0.46], [-0.12, 0.27, 0.23], [0.31, 0.70, -0.27], [-0.01, -0.56, 0.22], [-0.11, -0.05, -0.06], [0.81, -1.08, 0.49], [-1.11, 0.11, 0.15], [-0.69, 1.57, -0.03], [0.46, -0.76, 0.45], [0.02, 0.17, -0.55], [1.02, -0.56, 0.10], [0.11, 0.42, -0.10], [-0.24, 0.24, -0.21], [-0.22, 0.04, 0.04], [0.28, -0.11, -0.02], [-0.03, -0.46, -0.46], [0.36, -0.08, -0.06], [-0.15, 0.32, -0.25], [-0.16, 0.19, 0.42], [0.14, -0.33, 0.34], [-0.25, 0.27, 0.10], [-0.29, 0.10, -0.45], [-0.80, -1.22, 1.34], [1.11, 0.73, 0.42], [0.98, -0.18, 0.27], [-0.06, 1.46, -0.97], [-0.10, -1.41, 0.58], [0.31, -0.89, -0.75], [0.19, 0.20, -0.14], [0.09, 0.00, -0.70], [-0.39, 0.27, 0.05], [0.24, 0.06, -0.08], [-0.18, 0.25, -0.57], [-0.64, -0.22, 0.05], [-0.17, -0.07, 0.06], [0.39, 0.35, 0.28], [-0.39, 0.18, -0.25], [-0.13, 0.30, 0.29], [-0.42, 0.00, 0.07]]
}

=====

(2)
{
  "formula": "C2H9N5",
  "method": "ωB97M-V with the def2-TZVPD basis set",
  "total_charge": 2,
  "gap_ev": 11.09,
  "energy_ha": -354.6630,
  "largest_force_ev_per_a": 4.5,
  "elements": ["C", "C", "N", "N", "N", "N", "N", "H", "H", "H", "H", "H", "H", "H", "H", "H"],
  "positions_angstrom": [[-1.726, -0.297, -0.043], [1.041, 0.818, 0.248], [1.895, -0.081, 0.300], [-2.854, -0.358, -0.732], [0.998, 2.075, 0.545], [-0.675, 0.450, -0.380], [1.989, -1.476, 0.329], [-1.648, -1.020, 0.800], [-3.577, -0.970, -0.544], [-2.959, 0.402, -1.422], [1.849, 2.493, 0.981], [0.325, 2.693, 0.088], [-0.835, 0.895, -1.286], [2.794, -1.878, -0.236], [2.238, -1.782, 1.324], [1.144, -1.963, 0.027]],
  "forces_ev_per_angstrom": [[0.61, -1.32, 0.65], [-2.76, -2.89, -0.57], [1.33, 0.72, -0.04], [3.09, 3.18, -0.77], [1.07, 1.15, 0.20], [0.49, 0.00, -0.05], [0.42, -0.42, 1.11], [-0.01, 0.82, -0.46], [-1.76, -1.38, 0.60], [-0.59, -0.97, 0.22], [-0.92, -0.31, -0.50], [0.25, -0.22, 0.42], [0.43, 0.22, 0.19], [-0.77, 1.14, 0.19], [-0.56, 0.43, -1.15], [-0.32, -0.15, -0.05]]
}

=====

(3)
{
  "formula": "C4H17NO3",
  "method": "ωB97M-V with the def2-TZVPD basis set",
  "total_charge": 0,
  "gap_ev": 3.33,
  "energy_ha": -442.6947,
  "largest_force_ev_per_a": 4.2,
  "elements": ["C", "C", "C", "C", "N", "H", "H", "H", "H", "H", "H", "H", "H", "H", "H", "H", "H", "H", "O", "H", "H", "O", "H", "H", "O"],
  "positions_angstrom": [[1.724, 1.000, -0.424], [0.354, 0.599, 0.317], [-0.278, -0.769, -0.035], [-1.826, -0.829, 0.327], [-0.638, 1.627, 0.151], [2.154, 0.162, -1.147], [2.495, 1.159, 0.251], [1.615, 1.919, -1.004], [0.681, 0.558, 1.364], [0.216, -1.474, 0.565], [-0.169, -1.082, -1.137], [-2.307, 0.197, 0.275], [-1.759, -1.244, 1.376], [-2.267, -1.537, -0.348], [-0.782, 1.665, -0.868], [-0.180, 0.849, -2.824], [-2.827, 0.436, -3.479], [-1.598, 0.485, -2.654], [-2.667, 0.256, -2.524], [1.945, -0.964, 2.101], [0.511, -1.436, 3.634], [0.600, -1.030, 2.793], [2.782, -1.986, 1.226], [-0.471, 2.468, 0.651], [2.690, -1.031, 1.415]],
  "forces_ev_per_angstrom": [[-0.18, -1.64, -2.36], [-0.77, -0.32, -0.56], [-1.59, 2.06, -1.63], [1.80, 0.61, 1.09], [1.53, -1.68, -0.94], [-1.44, 1.35, 1.51], [1.40, 0.19, 1.42], [-0.50, -0.14, 0.00], [-0.08, -0.09, 0.61], [1.17, -1.18, 0.64], [0.18, 0.55, 0.93], [0.44, -1.57, 0.04], [-0.74, 0.57, -0.97], [-0.64, -0.18, -0.11], [-0.96, 0.50, 0.01], [-0.05, -0.03, 0.70], [-0.74, -0.30, 0.74], [-2.79, -0.84, 1.09], [3.63, 1.15, -1.87], [0.32, -0.44, -0.25], [-0.10, -0.41, 1.35], [-0.36, 0.69, -1.57], [-0.08, 0.87, 0.27], [0.28, 0.96, 0.01], [0.27, -0.70, -0.16]]
}